# 1
This record from OMol25 describes a molecular structure, C21H27B2BeF8N3O2 in a non-equilibrium geometry. The level of theory is wB97M-V/def2-TZVPD.

For the HOMO-LUMO gap, the calculation gives 9.5 eV. The calculation puts the total energy at -54286.274 eV. The energy above the lowest of the compared OMol25 structures with the same formula, charge and spin comes out at 11.27 kcal/mol. The largest force on an atom comes out at 2.13 eV/A.

The geometry in ORCA input format:
```
! RIJCOSX wB97M-V def2-TZVPD def2/J DEFGRID3
* xyz 0 1
Be 0.058 -0.058 0.016
B 1.000 1.217 -2.664
F 1.843 0.599 -1.724
F -0.305 1.195 -2.176
F 1.363 2.535 -2.899
F 1.056 0.545 -3.896
B -0.333 -1.410 2.592
F 0.818 -1.366 3.308
F -0.097 -2.008 1.317
F -1.307 -2.139 3.259
F -0.784 -0.130 2.197
N -2.241 -0.650 -0.348
C -2.957 -1.342 0.562
C -4.195 -1.904 0.321
C -4.691 -1.823 -0.983
C -4.093 -0.944 -1.872
C -2.842 -0.453 -1.539
H -2.593 -1.392 1.579
H -4.620 -2.579 1.049
H -5.662 -2.255 -1.189
H -4.710 -0.669 -2.716
H -2.333 0.213 -2.224
N 2.482 -1.226 0.348
C 2.516 -2.514 0.723
C 3.632 -3.127 1.225
C 4.839 -2.467 1.135
C 4.822 -1.148 0.730
C 3.652 -0.541 0.284
H 1.534 -2.959 0.657
H 3.677 -4.183 1.458
H 5.709 -3.038 1.429
H 5.768 -0.624 0.787
H 3.633 0.507 0.029
N 1.517 1.656 1.075
C 1.485 1.883 2.434
C 1.975 2.996 3.094
C 2.442 4.008 2.280
C 2.415 3.906 0.919
C 1.968 2.698 0.374
H 1.110 1.068 3.039
H 2.095 2.964 4.166
H 2.963 4.882 2.654
H 2.871 4.640 0.273
H 2.065 2.528 -0.692
C -0.843 -1.970 -3.810
C -0.077 -2.630 -2.714
O 0.159 -1.969 -1.717
C 0.168 -4.129 -2.723
H -0.384 -2.207 -4.772
H -0.919 -0.909 -3.601
H -1.840 -2.420 -3.833
H 0.681 -4.552 -1.865
H 0.661 -4.410 -3.656
H -0.820 -4.588 -2.822
C -3.502 2.565 0.823
C -2.055 2.962 0.796
O -1.235 2.246 0.260
C -1.665 4.198 1.556
H -4.073 3.281 0.232
H -3.786 2.421 1.866
H -3.608 1.585 0.359
H -1.226 4.929 0.874
H -0.796 3.859 2.129
H -2.387 4.652 2.227
*
```

=====

# 2
This record from OMol25 describes a molecular structure, C21H27BN3O5ReSeSi2. The level of theory is wB97M-V/def2-TZVPD.

For the HOMO-LUMO gap (spin up / spin down), the calculation gives 7.3 / 7.5 eV. The calculation puts the total energy at -120835.111 eV. The energy above the lowest of the compared OMol25 structures with the same formula, charge and spin comes out at 0.00 kcal/mol. The largest force on an atom comes out at 0.38 eV/A.

The geometry in ORCA input format:
```
! RIJCOSX wB97M-V def2-TZVPD def2/J DEFGRID3
* xyz -1 4
Re -0.431 0.393 0.074
O 5.105 3.175 -0.380
C 4.031 2.655 -0.229
C 2.688 3.373 -0.098
O 2.497 4.561 -0.247
C 1.704 2.303 0.075
C 2.318 1.055 0.048
O 1.582 -0.023 0.089
C 3.751 1.154 -0.174
O 4.553 0.273 -0.413
O 0.420 2.391 0.127
C -2.565 -2.321 -1.183
Si -0.948 -2.056 -0.237
C 0.404 -2.987 -1.176
C -1.119 -2.982 1.409
C -1.316 -4.364 1.497
C -1.404 -4.997 2.726
C -1.292 -4.252 3.897
C -1.099 -2.882 3.824
C -1.012 -2.234 2.588
Si -0.806 -0.366 2.423
C -2.323 0.434 3.201
C 0.697 0.158 3.443
H -2.793 -3.387 -1.269
H -2.508 -1.908 -2.194
H -3.398 -1.834 -0.671
H 0.190 -4.060 -1.183
H 1.373 -2.838 -0.693
H 0.469 -2.643 -2.209
H -1.401 -4.958 0.591
H -1.557 -6.068 2.779
H -1.356 -4.744 4.861
H -1.017 -2.310 4.744
H -2.409 0.120 4.246
H -3.236 0.141 2.681
H -2.262 1.524 3.173
H 0.585 -0.141 4.490
H 0.822 1.244 3.414
H 1.607 -0.299 3.051
B -4.866 2.117 -0.060
C -3.414 1.523 -0.011
N -2.344 1.081 0.022
H -5.351 1.769 -1.115
H -5.463 1.659 0.890
H -4.753 3.322 0.013
C 0.120 3.666 -2.717
N 1.199 2.708 -2.927
C 2.520 3.054 -3.111
C 3.225 1.906 -3.189
N 2.327 0.871 -3.053
C 2.672 -0.542 -2.989
C 1.085 1.366 -2.880
Se -0.478 0.359 -2.668
H 0.095 4.363 -3.553
H 0.290 4.196 -1.781
H -0.815 3.117 -2.657
H 2.841 4.081 -3.121
H 4.283 1.732 -3.278
H 3.734 -0.637 -3.196
H 2.085 -1.092 -3.722
H 2.461 -0.920 -1.992
*
```

=====

# 3
This record from OMol25 describes 6 unconnected molecules or ions with the total composition C21H27Br3N4O8 in a non-equilibrium geometry. The level of theory is wB97M-V/def2-TZVPD.

For the HOMO-LUMO gap, the calculation gives 7.7 eV. The calculation puts the total energy at -254680.831 eV. The energy above the lowest of the compared OMol25 structures with the same formula, charge and spin comes out at 17.64 kcal/mol. The largest force on an atom comes out at 7.36 eV/A.

The geometry in ORCA input format:
```
! RIJCOSX wB97M-V def2-TZVPD def2/J DEFGRID3
* xyz 0 1
O 22.147 6.096 -43.497
C 23.131 6.829 -42.974
C 24.301 7.188 -43.710
C 25.335 7.835 -43.047
C 25.265 7.995 -41.636
O 26.284 8.465 -40.844
C 24.112 7.811 -40.961
C 23.071 7.198 -41.614
H 22.400 5.631 -44.298
H 24.222 6.961 -44.763
H 26.216 8.105 -43.611
H 26.787 9.133 -41.314
H 24.038 8.010 -39.902
H 22.215 6.850 -41.055
O 9.632 1.861 -36.226
C 10.947 2.198 -36.364
C 11.766 2.088 -35.278
C 13.113 2.290 -35.385
C 13.569 2.784 -36.576
O 14.867 3.111 -36.595
C 12.760 3.057 -37.678
C 11.390 2.668 -37.588
H 9.149 1.563 -37.000
H 11.355 1.822 -34.316
H 13.740 2.088 -34.529
H 15.058 3.772 -35.925
H 13.173 3.448 -38.596
H 10.693 2.907 -38.378
O 13.362 9.059 -25.754
C 12.857 9.919 -26.736
C 11.973 10.909 -26.357
C 11.478 11.879 -27.209
C 11.819 11.865 -28.557
O 11.286 12.733 -29.450
C 12.681 10.738 -29.006
C 13.228 9.841 -28.093
H 13.652 9.388 -24.900
H 11.583 10.980 -25.353
H 10.751 12.586 -26.836
H 11.384 12.537 -30.385
H 12.855 10.634 -30.067
H 13.885 9.111 -28.542
Br 18.147 8.668 -35.976
C 17.125 8.771 -34.295
Br 17.992 7.849 -32.789
Br 15.266 8.079 -34.591
H 17.063 9.818 -33.996
N 17.984 13.878 -37.671
C 16.707 13.733 -38.006
N 16.548 13.714 -39.306
O 15.796 13.635 -37.194
H 18.528 14.295 -38.413
H 18.149 14.089 -36.697
H 17.330 13.520 -39.914
H 15.680 13.422 -39.731
N 18.265 12.857 -29.645
C 18.317 13.865 -30.514
N 17.315 14.605 -30.371
O 19.264 14.199 -31.172
H 19.156 12.478 -29.357
H 17.397 12.607 -29.192
H 16.533 14.406 -29.764
H 17.452 15.447 -30.912
*
```